Arrangement one

Entry from the Open Molecules 2025 dataset: an isolated molecule of C4H6N2O (the ωB97M-V functional and the def2-TZVPD basis).

Properties
HOMO-LUMO gap   9.9 eV

Each line ends with the Mulliken charge.
Geometry (Å):
O 1.40 0.32 -0.78  -0.3660
N -0.27 -1.26 -0.14  -0.5461
N -1.26 -1.18 1.09  -0.0813
C -0.86 -0.17 1.87  -0.3897
C 0.86 0.51 -2.11  -0.6541
C 0.50 -0.19 0.10  0.7155
C 0.23 0.46 1.33  -0.5173
H 0.75 1.30 1.74  0.3663
H -2.16 -1.62 1.43  0.2577
H 0.95 -0.41 -2.71  0.2662
H 1.44 1.32 -2.57  0.2331
H -0.21 0.78 -2.06  0.3242
H -1.36 0.13 2.80  0.3914

Arrangement two

Entry from the Open Molecules 2025 dataset: an isolated molecule of C4H6N2O (the ωB97M-V functional and the def2-TZVPD basis).

Properties
HOMO-LUMO gap (spin up / spin down)   7.3 / 7.3 eV

Each line ends with the Mulliken charge.
Geometry (Å):
O 1.56 -5.02 1.25  -0.2803
N 1.57 -2.76 0.94  0.1469
N 2.18 -4.01 1.46  -0.1571
C -1.01 -0.70 -0.49  -1.2861
C 0.94 -1.84 0.58  0.4092
C 0.25 -0.70 0.28  0.3586
C 1.00 0.64 0.50  -1.1081
H 0.86 1.31 -0.36  0.2923
H -1.65 0.09 -0.08  0.3254
H -1.60 -1.58 -0.69  0.3657
H -0.96 -0.05 -1.42  0.3042
H 2.06 0.40 0.65  0.3671
H 0.31 1.17 1.27  0.2622

Arrangement three

Entry from the Open Molecules 2025 dataset: a cluster of 2 separate species, C4H6N2O in total (the ωB97M-V functional and the def2-TZVPD basis).

Properties
HOMO-LUMO gap   10.1 eV

Each line ends with the Mulliken charge.
Geometry (Å):
O -1.88 1.45 0.36  -0.5955
N 0.58 -1.43 1.86  -0.1721
N -1.40 -0.39 -0.87  -0.3250
C -0.48 -0.98 1.65  -0.0083
C 1.35 0.63 -0.88  -0.7814
C 0.43 1.03 -0.02  -0.1093
C -1.05 0.62 0.00  0.5153
H 0.65 1.79 0.72  0.3585
H 1.36 -2.05 1.92  0.2853
H -2.36 -0.70 -0.82  0.2087
H 2.36 1.01 -0.84  0.2769
H -0.73 -0.86 -1.45  0.1636
H 1.17 -0.13 -1.62  0.1832

It comes down to arrangement one, which is 15.4 kJ/mol more stable than the next structure.

Arrangement one

Entry from the Open Molecules 2025 dataset: a cluster of 2 separate species, C4H12N2O2 in total (the ωB97M-V functional and the def2-TZVPD basis).

Properties
HOMO-LUMO gap   10.3 eV

Each line ends with the Mulliken charge.
Geometry (Å):
O -2.85 0.79 1.75  -0.6371
O 1.34 1.53 0.76  -0.6428
N 0.33 -2.67 0.15  -0.6142
N 0.04 -0.29 0.72  -0.0307
C 0.29 1.08 -2.38  -0.9958
C 1.24 0.45 -1.34  -0.6118
C 0.88 0.62 0.10  0.3429
C -0.48 -1.45 0.02  -0.5381
H -1.50 -1.55 0.39  0.3377
H 2.24 0.86 -1.49  0.3326
H 0.47 -2.86 1.15  0.2456
H -0.53 -1.25 -1.04  0.2762
H 1.42 -0.60 -1.56  0.4610
H -0.33 1.86 -1.95  0.2930
H 0.25 -0.36 1.71  0.3041
H -0.27 -3.47 -0.08  0.2488
H 0.81 1.43 -3.26  0.3383
H -2.15 0.39 2.30  0.3032
H -2.49 1.54 1.27  0.3133
H -0.43 0.32 -2.70  0.2737

Arrangement two

Entry from the Open Molecules 2025 dataset: a structure of composition C4H12N2O2 (the ωB97M-V functional and the def2-TZVPD basis).

Properties
HOMO-LUMO gap   7.5 eV

Each line ends with the Mulliken charge.
Geometry (Å):
O 0.30 -1.23 -0.20  -0.8229
O 0.61 0.40 1.31  -0.5350
N -3.39 -0.80 0.64  -0.7437
N -2.00 -0.58 0.37  -0.1915
C 2.27 0.04 -0.39  -0.0261
C 1.13 -0.32 0.24  0.2801
C 3.22 1.10 0.09  -1.2365
C -1.63 0.05 -1.27  -0.6251
H -2.51 0.70 -1.31  0.3832
H 2.53 -0.51 -1.27  0.3927
H -1.64 0.15 0.98  0.3339
H -1.72 -0.81 -1.93  0.2925
H -0.95 -1.32 0.45  0.5295
H 2.72 1.95 0.57  0.3972
H 3.79 1.51 -0.74  0.3002
H -0.70 0.60 -1.39  0.2534
H -3.76 -1.40 -0.09  0.2411
H 3.95 0.71 0.81  0.2609
H -3.49 -1.27 1.54  0.2482
H 1.26 1.04 1.61  0.2677

Arrangement three

Entry from the Open Molecules 2025 dataset: a cluster of 2 separate species, C4H12N2O2 in total (the ωB97M-V functional and the def2-TZVPD basis).

Properties
HOMO-LUMO gap   9.4 eV

Each line ends with the Mulliken charge.
Geometry (Å):
O -1.20 2.85 -0.44  -0.4860
O 0.18 -2.69 2.00  -0.6909
N -0.66 -0.25 -0.74  -0.2298
N 1.90 -1.57 -0.16  -0.5494
C -1.23 0.50 0.34  -0.4969
C 0.58 0.40 -1.16  -0.5436
C 1.67 -0.04 -0.17  -0.6383
C -1.81 1.90 0.01  0.0088
H 0.23 -3.60 1.97  0.2754
H -0.34 0.68 1.05  0.2039
H 0.36 -2.19 1.19  0.4083
H -1.24 -0.47 -1.53  0.2389
H 2.69 -1.88 0.43  0.2132
H 1.80 -1.75 -1.16  0.1978
H -2.01 -0.13 0.87  0.3514
H -2.85 2.01 0.20  0.3931
H 0.48 1.51 -0.96  0.2167
H 0.79 0.33 -2.29  0.4024
H 1.77 0.39 0.88  0.3600
H 2.60 0.36 -0.65  0.3649

It comes down to arrangement one, which is 208.5 kJ/mol more stable than the next structure.

Arrangement one

Entry from the Open Molecules 2025 dataset: a cluster of 2 separate species, C4H12N2O2 in total (the ωB97M-V functional and the def2-TZVPD basis).

Properties
HOMO-LUMO gap   7.6 eV

Each line ends with the Mulliken charge.
Geometry (Å):
O 2.93 -0.98 0.23  -0.4583
O 1.73 0.50 -1.03  -0.7405
N -0.52 0.71 0.15  0.2882
N -1.64 1.41 -0.44  -0.8549
C 1.88 -0.69 -0.61  0.1393
C -0.25 1.23 1.51  -0.9217
C -1.38 -1.39 -0.89  -1.0909
C -0.66 -0.83 0.15  -0.1263
H -1.32 1.75 -1.34  0.2805
H -1.83 -2.36 -0.74  0.2737
H -0.88 -1.18 1.16  0.2559
H 0.65 -0.99 0.12  0.0730
H 0.00 2.28 1.44  0.3393
H 0.37 0.87 -0.44  0.4061
H 3.31 -0.13 0.49  0.3391
H -1.22 -1.08 -1.92  0.3459
H -2.31 0.66 -0.64  0.3957
H -1.14 1.10 2.13  0.3375
H 0.59 0.67 1.93  0.3365
H 1.67 -1.56 -1.27  0.3817

Arrangement two

Entry from the Open Molecules 2025 dataset: a cluster of 2 separate species, C4H12N2O2 in total (the ωB97M-V functional and the def2-TZVPD basis).

Properties
HOMO-LUMO gap   9.9 eV

Each line ends with the Mulliken charge.
Geometry (Å):
O 1.30 0.23 0.79  -0.4876
O -2.11 -0.26 -0.31  -0.1928
N -2.00 0.90 -1.16  -0.5815
N 0.59 -0.41 -1.53  -0.6852
C 0.77 -2.12 0.20  -1.0411
C 1.89 1.46 0.44  -0.7788
C 0.82 -0.75 -0.36  0.8217
C -1.50 0.03 0.94  -0.6100
H 1.57 -2.71 -0.25  0.3505
H -1.85 -0.75 1.62  0.2233
H 2.06 1.59 -0.63  0.3088
H -2.97 1.22 -1.25  0.2467
H -0.30 0.30 1.00  0.4169
H 0.50 0.59 -1.71  0.2880
H -1.90 0.98 1.33  0.3633
H 2.85 1.53 0.95  0.2469
H -1.69 0.57 -2.08  0.2525
H 1.25 2.29 0.75  0.2957
H -0.20 -2.57 -0.03  0.2842
H 0.91 -2.11 1.28  0.2786

Arrangement three

Entry from the Open Molecules 2025 dataset: a cluster of 2 separate species, C4H12N2O2 in total (the ωB97M-V functional and the def2-TZVPD basis).

Properties
HOMO-LUMO gap   9.3 eV

Each line ends with the Mulliken charge.
Geometry (Å):
O 0.91 2.73 -0.20  -0.5695
O -0.18 -2.33 -0.67  -0.6511
N 0.08 -1.06 1.14  -0.1628
N -0.03 -0.50 -2.51  -0.5849
C 0.04 -1.21 -0.23  0.5752
C -1.28 0.93 1.96  -1.0277
C 0.33 -0.05 -1.16  -0.2550
C 0.10 0.25 1.77  -0.5208
H 0.84 0.82 1.21  0.2834
H 1.43 0.10 -1.19  0.2465
H -0.34 -1.75 1.74  0.2626
H 0.41 2.90 -1.01  0.3064
H 0.64 0.20 2.73  0.3614
H 0.77 3.62 0.17  0.2833
H 0.50 -1.30 -2.80  0.2248
H -1.75 1.14 1.00  0.2579
H -1.12 1.70 2.71  0.3455
H -0.17 0.90 -0.98  0.0677
H -1.98 0.24 2.43  0.3526
H -1.02 -0.51 -2.76  0.2046

Arrangement four

Entry from the Open Molecules 2025 dataset: a cluster of 2 separate species, C4H12N2O2 in total (the ωB97M-V functional and the def2-TZVPD basis).

Properties
HOMO-LUMO gap   8.7 eV

Each line ends with the Mulliken charge.
Geometry (Å):
O 1.02 -0.35 -2.15  -0.7364
O -0.23 -1.01 -3.88  -0.6411
N 0.39 -0.92 0.40  -0.2617
N -1.24 -0.73 -1.82  -0.7063
C 0.00 -0.71 -2.74  0.5617
C 1.37 0.70 1.94  -1.4006
C -0.82 1.18 0.77  -1.3257
C 0.07 0.13 1.40  0.3980
H 1.16 1.45 2.70  0.3986
H 1.95 1.16 1.14  0.3609
H 1.09 -0.59 -0.32  0.4691
H -1.67 0.11 -2.15  0.2229
H 0.70 -1.81 0.83  0.3423
H -0.38 -1.09 -0.34  0.4188
H 1.98 -0.07 2.39  0.3882
H -0.48 -0.37 2.19  0.2147
H -1.79 0.79 0.53  0.3500
H -1.80 -1.46 -2.22  0.2136
H -0.36 1.60 -0.13  0.2923
H -0.94 1.99 1.49  0.4405

It comes down to arrangement four, which is 39.0 kJ/mol more stable than the next structure.

Arrangement one

Entry from the Open Molecules 2025 dataset: a cluster of 2 separate species, C4H12N2O2 in total (the ωB97M-V functional and the def2-TZVPD basis).

Properties
HOMO-LUMO gap   9.7 eV

Each line ends with the Mulliken charge.
Geometry (Å):
O 2.04 -3.20 0.51  -0.6402
O 0.32 -1.59 0.25  -0.6720
N 0.66 -1.11 -1.99  -0.4429
N -0.63 3.30 0.36  -0.5284
C -0.96 0.86 0.92  -0.4992
C 0.22 -0.80 -0.68  0.4468
C -0.68 0.39 -0.56  -0.4724
C -1.35 2.24 1.14  -0.5078
H 2.54 -2.44 0.56  0.2697
H 1.52 -1.70 -1.95  0.3060
H 0.60 -0.32 -2.57  0.2427
H 1.10 -3.01 0.54  0.4346
H -0.12 3.08 -0.51  0.2485
H -1.33 4.09 0.32  0.2192
H -0.08 0.56 1.57  0.2765
H -1.55 0.35 -1.27  0.2895
H -2.38 2.53 1.15  0.3862
H -1.13 2.41 2.22  0.2252
H -0.01 1.21 -0.92  0.1333
H -1.72 0.09 1.28  0.2846

Arrangement two

Entry from the Open Molecules 2025 dataset: a cluster of 2 separate species, C4H12N2O2 in total (the ωB97M-V functional and the def2-TZVPD basis).

Properties
HOMO-LUMO gap   10.5 eV

Each line ends with the Mulliken charge.
Geometry (Å):
O -1.18 -0.20 1.02  -0.2643
O 0.67 1.81 0.96  -0.4758
N 1.65 -0.08 0.01  -0.2845
N -0.78 -1.53 0.70  -0.6015
C 2.86 -0.67 -0.50  -0.9429
C -2.06 0.46 -1.20  -0.9969
C -2.38 0.22 0.26  -0.2237
C 1.68 1.04 0.59  0.0236
H -1.33 1.26 -1.30  0.2680
H -2.71 1.13 0.76  0.2609
H 2.62 1.61 0.65  0.3078
H -3.13 -0.57 0.38  0.3404
H 0.21 -1.46 0.45  0.3277
H -0.17 1.31 0.92  0.4611
H 3.13 -1.52 0.13  0.2633
H 2.67 -1.04 -1.51  0.2753
H -0.83 -2.07 1.56  0.2236
H -2.97 0.74 -1.73  0.3715
H -1.65 -0.45 -1.64  0.2907
H 3.70 0.03 -0.52  0.3758

Arrangement three

Entry from the Open Molecules 2025 dataset: a cluster of 3 separate species, C4H12N2O2 in total (the ωB97M-V functional and the def2-TZVPD basis).

Properties
HOMO-LUMO gap   6.2 eV

Each line ends with the Mulliken charge.
Geometry (Å):
O 1.54 2.95 0.97  -0.4832
O 0.00 -0.44 2.18  -0.6859
N 0.65 1.26 -0.79  -0.1981
N 0.15 -2.40 -0.91  -0.5349
C 0.69 -1.10 -0.59  -0.6117
C -1.65 0.24 -0.18  -1.0189
C 1.26 1.62 0.67  0.0025
C -0.16 0.14 -0.93  0.0484
H 2.15 0.90 0.68  0.3340
H -0.44 -2.78 -0.13  0.2765
H 1.03 -0.89 0.47  0.1944
H -0.36 -2.43 -1.78  0.2616
H 1.62 -1.05 -1.21  0.2884
H -0.43 0.13 -1.97  0.4569
H -2.21 1.17 -0.37  0.3440
H -0.45 -0.25 3.01  0.2435
H -1.49 0.18 1.00  0.1925
H 0.45 2.15 -1.10  0.2842
H -0.07 1.25 1.46  0.2639
H -2.28 -0.64 -0.49  0.3418

It comes down to arrangement one, which is 106.9 kJ/mol more stable than the next structure.

Arrangement one

Entry from the Open Molecules 2025 dataset: a cluster of 2 separate species, C4H12N2O2 in total (the ωB97M-V functional and the def2-TZVPD basis).

Properties
HOMO-LUMO gap   9.8 eV

Each line ends with the Mulliken charge.
Geometry (Å):
O -1.32 1.11 -1.21  -0.5520
O -1.33 0.71 5.76  -0.6175
N 0.24 2.29 -2.55  -0.5347
N 0.82 0.52 -1.28  -0.1939
C -0.74 -1.50 -1.06  -1.5886
C -0.22 1.31 -1.66  0.4429
C 1.10 -1.10 0.66  -1.5455
C 0.61 -0.78 -0.72  0.7397
H 1.77 0.82 -1.37  0.2476
H 0.65 -1.92 1.21  0.3904
H 1.01 -0.41 1.36  0.5103
H -1.59 -1.27 -0.42  0.3008
H 1.21 -1.51 -1.50  0.1052
H -0.56 -2.61 -1.12  0.4084
H -0.53 2.87 -3.09  0.2807
H 2.20 -1.40 0.71  0.2756
H -1.55 -0.17 5.41  0.3191
H 0.94 2.93 -2.23  0.2216
H -1.01 -1.13 -1.99  0.4919
H -1.70 1.21 5.11  0.2982

Arrangement two

Entry from the Open Molecules 2025 dataset: a cluster of 2 separate species, C4H12N2O2 in total (the ωB97M-V functional and the def2-TZVPD basis).

Properties
HOMO-LUMO gap   4.4 eV

Each line ends with the Mulliken charge.
Geometry (Å):
O -1.05 0.15 -2.87  -0.6964
O 1.51 1.56 1.30  -0.5720
N 0.75 -0.75 0.95  0.0618
N -2.21 0.51 -0.68  -0.6175
C 1.75 -1.14 -0.04  -0.9087
C 1.32 0.38 1.91  -0.4140
C -0.92 0.79 -0.07  -0.3428
C -0.61 -0.53 0.52  -0.7613
H 2.08 -0.27 -0.62  0.3039
H 0.53 0.40 2.65  0.3270
H 2.27 -0.09 2.21  0.3626
H -0.17 1.06 -0.75  0.4073
H 2.45 -1.68 0.63  0.4135
H -2.91 1.25 -0.67  0.2150
H -1.22 -0.59 1.41  0.3658
H -1.68 0.33 -2.06  0.4229
H -0.94 -1.29 -0.15  0.3985
H 1.32 -1.88 -0.66  0.3642
H -0.90 1.55 0.71  0.3966
H -1.37 0.25 -3.74  0.2737

It comes down to arrangement one, which is 645.0 kJ/mol more stable than the next structure.

Arrangement one

Entry from the Open Molecules 2025 dataset: a cluster of 13 separate species, H26O13 in total (the ωB97M-V functional and the def2-TZVPD basis).

Properties
HOMO-LUMO gap   8.4 eV

Each line ends with the Mulliken charge.
Geometry (Å):
O -2.73 0.94 -0.71  -0.6856
O -0.23 0.79 2.90  -0.6293
O 2.86 0.46 1.52  -0.6483
O 2.84 -0.10 -1.15  -0.6101
O -3.58 -0.72 1.21  -0.7327
O -0.04 0.24 0.24  0.1285
O -2.25 -1.97 -1.13  -0.5315
O 0.78 -1.81 -1.50  -0.7854
O 3.81 2.84 -0.09  -0.6057
O 1.16 -1.59 2.49  -0.6366
O -1.29 -2.30 1.69  -0.6091
O 1.21 2.57 -0.67  -0.7666
O -0.88 0.65 -2.82  -0.5982
H 0.49 3.15 -0.45  0.2756
H 0.65 -1.13 -0.85  0.4007
H -0.95 1.40 2.87  0.2713
H -3.96 -1.56 0.80  0.3165
H 2.89 2.79 -0.28  0.4058
H -2.43 0.77 -1.59  0.2423
H -0.09 0.42 2.03  0.2743
H 1.26 -1.68 3.43  0.2927
H -0.90 0.46 -0.16  0.1329
H 2.89 0.48 -1.88  0.2443
H -0.32 -0.07 -3.19  0.3066
H -0.83 1.37 -3.49  0.2675
H -1.35 -1.72 -1.22  0.2293
H 1.09 2.20 -1.52  0.2544
H 2.39 -0.91 -1.40  0.2928
H -2.60 -1.95 -1.96  0.2745
H -3.66 0.74 -0.83  0.3835
H 0.71 -2.67 -1.09  0.2976
H -3.11 -0.24 0.53  0.4455
H 2.98 0.46 0.58  0.3551
H 0.19 -1.81 2.37  0.3326
H 2.23 -0.21 1.72  0.3445
H -2.05 -1.85 1.35  0.2679
H -1.73 -3.10 2.00  0.2394
H 3.98 3.68 0.36  0.3000
H 0.57 0.94 -0.09  0.2633

Arrangement two

Entry from the Open Molecules 2025 dataset: a structure of composition H26O13 (the ωB97M-V functional and the def2-TZVPD basis).

Properties
HOMO-LUMO gap   7.4 eV

Each line ends with the Mulliken charge.
Geometry (Å):
O -1.00 -3.08 -0.52  -0.5554
O -0.37 -3.70 3.19  -0.6298
O 0.05 0.04 -0.02  -0.4772
O 3.55 -2.17 0.33  -0.6575
O -1.69 2.84 1.75  -0.6186
O 2.86 4.23 -1.02  -0.6294
O 1.65 1.31 -1.00  -0.6336
O 1.37 -0.17 3.88  -0.6034
O 2.91 3.16 0.32  -0.5772
O 0.10 0.99 -3.74  -0.6256
O -3.77 -2.20 -0.96  -0.5061
O -2.06 -1.77 -3.16  -0.5909
O -2.68 0.40 -0.27  -0.5517
H -1.04 -3.74 3.95  0.3306
H 1.34 -1.04 4.41  0.3249
H -3.71 -2.42 -0.06  0.2491
H 2.64 -1.91 0.26  0.3330
H -0.77 -2.93 2.79  0.2934
H 1.87 4.01 -0.87  0.3508
H 2.66 4.03 0.63  0.3522
H 2.09 1.04 -0.24  0.2427
H -0.80 -2.55 -1.29  0.2786
H -1.19 -4.05 -0.81  0.2654
H -2.28 1.01 0.33  0.2406
H -3.08 -1.70 -3.31  0.2971
H 1.32 0.41 4.64  0.2961
H 3.81 -2.41 1.29  0.3211
H 0.66 1.08 -2.97  0.3463
H -3.74 -3.08 -1.37  0.2796
H 2.99 5.18 -1.00  0.2557
H -0.35 0.32 0.77  0.1761
H -0.65 0.46 -0.54  0.3635
H -1.92 -2.65 -3.50  0.2843
H 0.80 0.62 -4.37  0.3120
H -2.86 0.80 -1.07  0.2838
H 3.80 3.12 0.77  0.2769
H -2.65 3.00 1.63  0.3181
H -1.48 3.07 2.66  0.3018
H 1.62 0.46 -1.49  0.2828

It comes down to arrangement one, which is 732.9 kJ/mol more stable than the next structure.